A cluster of 7 separate species, C26H34Cl2F18O12 in total at a distorted geometry, computed with ωB97M-V with the def2-TZVPD basis set.

Positions of all 92 atoms, in Å:
H: 6.1238 0.0600 -6.1452
H: 0.2694 -2.9308 2.6288
H: 5.9420 -0.1799 -4.4630
F: 2.1164 -7.1405 2.8977
F: 5.6080 3.2750 -0.7624
C: 3.2060 1.9388 -6.6869
F: -0.9440 0.1347 2.5177
C: -2.3112 0.0641 7.1586
C: 3.2919 0.1828 -1.7573
C: -1.3002 -0.2386 -5.2269
H: -2.2007 -3.5923 4.3252
H: 1.2651 5.2841 2.7697
F: 0.1248 1.5700 3.6835
O: -2.1538 0.4366 5.7693
H: -4.3876 0.4670 6.9909
H: 5.9940 2.2310 -4.9912
C: -0.9883 0.9233 3.6108
H: 0.1757 -1.8745 -6.0844
C: 0.0434 -1.1192 -5.3096
H: -1.3702 0.3475 -6.1432
O: 1.7002 1.7031 -0.6356
C: 0.8592 -6.9945 2.9235
O: 3.1514 5.9216 -1.1935
F: 1.9114 1.3663 -8.5729
C: -0.2885 -3.4362 3.4171
H: -0.4112 0.5993 -0.0355
H: 1.7965 3.7211 2.0552
C: 3.0910 5.4000 1.7123
H: -1.2268 0.4452 -4.3813
C: 1.9572 0.5862 -1.1547
F: 1.5250 3.2490 -7.6998
O: -0.0963 -4.8089 3.4866
O: -4.6352 -1.4705 2.6598
H: -4.4936 -1.9641 -0.1399
C: -0.4177 -0.1861 -0.7913
C: 0.5173 -5.5323 2.5670
C: -0.8870 -1.5687 -0.3854
F: 3.4499 0.7983 -2.9399
C: -1.0854 0.1320 4.9788
H: 1.1319 5.0088 1.0116
C: -5.4939 0.7518 2.4260
H: -6.5419 -1.8472 -1.5684
C: 3.7852 4.9657 -0.6423
F: 3.3285 3.0603 -8.8555
H: 3.6204 5.2194 2.6478
H: -5.5629 -3.3604 -1.5446
H: -5.1459 -3.1116 0.8403
H: 3.0230 6.4648 1.4893
H: -1.4225 0.4275 7.6746
H: -0.3105 -2.1250 0.3537
C: -5.2842 -0.7002 1.9782
H: -3.4076 1.6993 7.8733
F: -4.4635 1.5134 2.1551
O: 4.5104 2.1448 -6.5476
F: 4.0391 3.2821 -2.2625
C: -1.7344 -3.1595 3.4402
F: -6.5976 1.3174 1.9375
C: -3.6206 0.6379 7.7464
O: 3.8715 4.7759 0.6743
Cl: 0.0253 -1.9510 -3.7686
H: -1.0605 -2.2778 -1.1948
H: -2.3681 -1.0239 7.1235
H: 0.0181 -3.1384 4.4198
C: 1.7184 4.7980 1.9058
C: 4.7666 4.1002 -1.4990
O: 0.9180 -5.0025 1.5432
F: 4.2855 0.5032 -0.8736
H: -1.9780 -2.0976 3.4719
F: 0.4168 -7.2343 4.2092
F: 5.4480 4.9294 -2.3272
F: -2.0837 1.7357 3.3902
C: -5.4733 -2.2749 0.2232
H: 0.9518 -0.5170 -5.2919
H: -7.0633 -3.2996 -0.6217
H: 4.5300 -0.5411 -5.6474
O: 2.4740 1.3327 -5.8508
F: -5.5257 0.8122 3.7733
H: 4.3944 1.9876 -4.5412
H: -1.9033 -1.4556 -0.0080
F: 0.1417 -7.8797 2.1324
O: -5.9668 -1.0961 0.8812
O: -0.2801 -0.7248 5.3079
H: -3.9562 0.1692 8.6715
C: 2.5141 2.4121 -8.0086
H: -2.2762 -3.5717 2.5889
H: -1.1126 0.1783 -1.5478
O: 0.9368 -0.3060 -1.2950
F: 3.3412 -1.1739 -1.9636
Cl: -2.7455 -1.1995 -5.0600
C: 5.1142 1.6623 -5.2923
C: 5.3736 0.0840 -5.3548
C: -6.2217 -2.7042 -0.9758

Values from the calculation:
2S+1 = 1
ΔE to the lowest compared entry with this formula, charge and spin = 376.0 kJ/mol
Frontier orbital gap = 0.3943 Eh
Largest force on an atom = 0.133 hartree/bohr
LUMO energy = 0.36 eV
HOMO = -0.381 Eh